DFT (wB97M-V/def2-TZVPD) results for C37H58MnN4O as an isolated structure.

The largest force on an atom is 0.77 eV Å⁻¹. The value obtained for the orbital gap (alpha / beta) is 0.2466 / 0.2488 Ha. For the LUMO energy (alpha / beta), the calculation gives 0.009 / 0.009 Ha. Its relative energy (zero: lowest compared OMol25 entry of this formula, charge and spin) is 0.6850 eV. Its molar mass is 629.84 g/mol. The calculation puts the energy at -2889.9216 hartree.

```
! wB97M-V def2-TZVPD RIJCOSX def2/J DEFGRID3
* xyz 0 6
Mn -0.19689 -0.02240 0.45838
C -0.99352 -2.47628 2.81513
N -0.30526 -1.18616 2.71896
C 1.12413 -1.37537 3.04077
C -0.81908 -0.19048 3.65295
C -0.89564 -0.46613 5.01010
C -1.13885 0.53582 5.93603
C -1.19883 1.84801 5.48731
C -1.18270 2.12501 4.13307
C -1.11860 1.10127 3.16888
N -1.31795 1.27344 1.81090
C -2.30935 2.10542 1.33732
C -3.25069 2.81187 2.12061
C -4.21974 3.62347 1.56134
C -4.32693 3.75626 0.18645
C -3.48147 3.00161 -0.60859
C -2.51616 2.17305 -0.06039
N -1.67646 1.36648 -0.92785
C -2.45743 0.67083 -1.96026
C -0.71180 2.24718 -1.59670
H -0.73294 -3.02334 3.72819
H -0.71834 -3.09879 1.96154
H -2.06934 -2.31537 2.80251
H 1.27031 -1.62825 4.09607
H 1.66164 -0.44944 2.83402
H 1.53036 -2.18450 2.43337
H -0.74982 -1.48088 5.36227
H -1.23175 0.29961 6.98751
H -1.27396 2.66198 6.19798
H -1.21405 3.15108 3.79359
H -3.23433 2.70920 3.19292
H -4.90016 4.16177 2.20990
H -5.06224 4.41333 -0.25863
H -3.58530 3.05645 -1.68580
H -2.75430 1.34714 -2.76885
H -3.35689 0.23717 -1.52622
H -1.85093 -0.12627 -2.39523
H -1.22075 2.96094 -2.25911
H -0.01420 1.65160 -2.17319
H -0.15452 2.79982 -0.85102
C 2.14395 0.25709 0.00498
C 2.16190 -0.76207 -1.01857
C 2.26728 -0.07402 -2.25563
C 2.47037 1.30140 -1.95570
C 2.39773 1.52496 -0.58762
C 2.80664 2.77482 0.17260
C 2.32268 4.08055 -0.48280
C 2.28840 2.73621 1.61687
C 4.34704 2.79890 0.18939
C 2.02732 -0.55962 -3.68974
C 1.01961 -1.72226 -3.74171
C 1.39664 0.55939 -4.54359
C 3.34298 -0.93574 -4.39247
C 2.47391 -2.22630 -0.64739
C 3.33412 -2.26874 0.63404
C 3.34154 -2.92620 -1.70065
C 1.19529 -3.04974 -0.39419
H 2.39071 0.05980 1.04174
H 2.64300 2.07499 -2.69193
H 1.29943 4.31711 -0.18542
H 2.36486 4.02116 -1.57119
H 2.95344 4.91367 -0.16409
H 1.22463 2.48201 1.63433
H 2.42060 3.70980 2.09420
H 2.83000 1.99873 2.21400
H 4.72701 2.91683 -0.82662
H 4.74083 1.86365 0.59160
H 4.71443 3.62871 0.80124
H 0.18343 -1.51720 -3.06835
H 1.45331 -2.67803 -3.45808
H 0.62977 -1.83163 -4.75734
H 0.43245 0.87087 -4.14036
H 1.22835 0.18500 -5.55625
H 2.04477 1.43199 -4.61520
H 3.88143 -1.72104 -3.86789
H 3.99279 -0.05968 -4.43846
H 3.14987 -1.27321 -5.41547
H 4.19758 -1.61033 0.53032
H 3.69883 -3.28607 0.79644
H 2.78350 -1.97356 1.52463
H 4.24735 -2.34372 -1.87448
H 2.83337 -3.06926 -2.64820
H 3.63782 -3.91315 -1.33601
H 0.48105 -2.45753 0.18110
H 1.41334 -3.96778 0.16177
H 0.71787 -3.32606 -1.33582
C -4.73345 -3.21688 -0.66295
N -3.30735 -2.94129 -0.73835
C -2.47030 -3.76513 -1.60206
C -2.74339 -1.91113 -0.08707
C -3.61937 -1.08442 0.81688
O -1.53560 -1.67240 -0.23585
H -4.97801 -3.98973 -1.38559
H -5.32290 -2.33224 -0.90484
H -5.02741 -3.56210 0.33026
H -2.87273 -4.77477 -1.64120
H -1.45953 -3.79296 -1.20328
H -2.42201 -3.35489 -2.61369
H -4.06364 -1.69830 1.60177
H -4.43727 -0.61964 0.26541
H -3.00553 -0.30496 1.26626
*
```

Löwdin population analysis, charges in e, atoms 1 to 99: number 1, Mn, carries 1.005; number 2, C, carries -0.073; number 3, N, carries -0.211; number 4, C, carries -0.070; number 5, C, carries -0.206; number 6, C, carries -0.049; number 7, C, carries -0.098; number 8, C, carries -0.091; number 9, C, carries -0.048; number 10, C, carries -0.242; number 11, N, carries -0.023; number 12, C, carries -0.241; number 13, C, carries -0.031; number 14, C, carries -0.100; number 15, C, carries -0.107; number 16, C, carries -0.047; number 17, C, carries -0.220; number 18, N, carries -0.222; number 19, C, carries -0.074; number 20, C, carries -0.056; number 21, H, carries 0.089; number 22, H, carries 0.077; number 23, H, carries 0.084; number 24, H, carries 0.098; number 25, H, carries 0.085; number 26, H, carries 0.062; number 27, H, carries 0.108; number 28, H, carries 0.097; number 29, H, carries 0.103; number 30, H, carries 0.115; number 31, H, carries 0.091; number 32, H, carries 0.101; number 33, H, carries 0.095; number 34, H, carries 0.107; number 35, H, carries 0.088; number 36, H, carries 0.080; number 37, H, carries 0.081; number 38, H, carries 0.101; number 39, H, carries 0.063; number 40, H, carries 0.078; number 41, C, carries -0.162; number 42, C, carries -0.161; number 43, C, carries -0.146; number 44, C, carries -0.053; number 45, C, carries -0.246; number 46, C, carries -0.549; number 47, C, carries -0.051; number 48, C, carries -0.054; number 49, C, carries -0.050; number 50, C, carries -0.521; number 51, C, carries -0.048; number 52, C, carries -0.066; number 53, C, carries -0.044; number 54, C, carries -0.501; number 55, C, carries -0.059; number 56, C, carries -0.056; number 57, C, carries -0.050; number 58, H, carries 0.069; number 59, H, carries 0.102; number 60, H, carries 0.071; number 61, H, carries 0.075; number 62, H, carries 0.080; number 63, H, carries 0.063; number 64, H, carries 0.086; number 65, H, carries 0.078; number 66, H, carries 0.085; number 67, H, carries 0.084; number 68, H, carries 0.080; number 69, H, carries 0.072; number 70, H, carries 0.050; number 71, H, carries 0.082; number 72, H, carries 0.070; number 73, H, carries 0.080; number 74, H, carries 0.075; number 75, H, carries 0.053; number 76, H, carries 0.088; number 77, H, carries 0.083; number 78, H, carries 0.099; number 79, H, carries 0.086; number 80, H, carries 0.025; number 81, H, carries 0.093; number 82, H, carries 0.044; number 83, H, carries 0.086; number 84, H, carries 0.024; number 85, H, carries 0.092; number 86, H, carries 0.066; number 87, C, carries -0.034; number 88, N, carries -0.124; number 89, C, carries -0.011; number 90, C, carries -0.485; number 91, C, carries 0.019; number 92, O, carries -0.074; number 93, H, carries 0.090; number 94, H, carries 0.091; number 95, H, carries 0.096; number 96, H, carries 0.091; number 97, H, carries 0.070; number 98, H, carries 0.102; number 99, H, carries 0.094